1.
123
Properties=species:S:1:pos:R:3:mulliken_charge:R:1 method="wB97M-V/def2-TZVPD" e_lumo_ev=3.906 charge=-2 energy_ha=-5289.7168 homo_ev=-1.815 homo_lumo_gap_ev=5.721 mol_weight_da=1123.3
Ca 0.178 0.643 -0.655 2.243
S -3.599 -1.978 1.726 0.048
S 2.480 1.826 0.634 2.951
Si -1.628 0.714 3.550 0.390
F -1.174 -1.898 -0.750 -0.312
F -4.412 -1.766 -5.102 -0.424
F -3.904 0.499 -3.886 -0.452
F 5.151 -0.555 -3.508 -0.438
F 3.897 0.889 -1.730 -0.428
F 0.833 2.299 -5.142 -0.512
F 2.228 0.939 -6.865 -0.393
F 4.384 -0.594 -6.141 -0.395
F -1.666 -4.134 -2.117 -0.535
F -3.298 -4.134 -4.306 -0.462
O 1.109 1.817 1.191 -0.275
O 1.769 -0.467 0.067 0.140
N 1.197 -2.648 -3.512 0.165
N -0.918 3.041 -0.471 1.839
N 0.737 -0.772 -2.475 1.648
N 1.464 2.209 -2.264 0.553
N -1.236 -0.122 2.174 0.967
N -2.064 0.538 -1.543 0.404
C -2.342 2.798 -0.718 -1.474
C 5.067 1.293 4.376 -0.536
C 2.547 4.452 1.659 -0.640
C 2.604 0.889 -5.573 0.397
C -3.352 -0.620 -3.337 0.738
C 4.065 0.136 -3.890 0.250
C -0.853 3.733 0.817 -0.301
C 2.165 1.611 -3.229 0.001
C -0.251 3.836 -1.503 -1.317
C -2.638 -3.224 2.563 0.230
C -4.522 -2.978 0.596 0.546
C 2.986 0.994 3.208 -0.457
C -3.276 -4.232 3.279 -0.431
C 3.754 0.847 4.355 -0.958
C 2.304 -2.338 -1.318 0.271
C 0.349 -1.950 -4.339 -2.264
C -4.195 -4.283 0.229 -0.431
C -2.674 1.819 -1.829 -1.120
C 4.016 -3.218 0.716 -0.700
C -0.328 1.890 4.353 -0.917
C 3.543 1.593 2.092 0.008
C 5.628 1.869 3.241 -0.740
C 3.543 5.533 -0.698 -0.492
C -0.506 -4.108 3.209 -0.551
C 3.196 6.367 0.356 -0.662
C 0.082 -0.794 -3.681 -0.390
C 1.416 -1.907 -2.388 -0.729
C -5.939 -4.289 -1.439 -0.464
C 3.367 0.873 -2.966 -0.313
C -1.250 -3.148 2.536 0.145
C -4.903 -4.927 -0.775 -0.587
C 3.382 4.160 -0.577 -0.029
C -3.205 1.827 3.442 -1.238
C 3.892 -3.966 -0.456 -1.064
C 2.707 5.823 1.538 -0.477
C -3.066 -2.992 -3.616 0.418
C 3.691 0.118 -5.223 0.852
C -2.246 -2.983 -2.499 0.172
C -3.621 -1.795 -4.012 0.431
C -2.523 -5.180 3.956 -0.568
C -6.276 -2.992 -1.071 -0.562
C 3.052 -3.511 -1.451 -0.773
C -2.000 -1.823 -1.815 1.048
C -2.486 -0.537 -2.204 -1.366
C 2.878 3.620 0.597 -0.076
C 2.421 -1.560 -0.125 -0.190
C -5.582 -2.347 -0.064 -0.540
C 0.367 3.068 -2.674 -1.042
C 1.893 1.608 -4.637 0.143
C -1.136 -5.118 3.922 -0.588
C 3.313 -2.047 0.867 -0.965
C 4.868 2.010 2.092 -0.799
C -2.105 -0.544 4.907 -1.241
H 0.160 4.049 1.031 -0.253
H 2.997 -4.089 -2.368 0.286
H 3.323 0.387 5.236 0.432
H -4.358 -4.278 3.303 0.439
H -3.641 2.106 4.407 0.417
H 5.288 2.457 1.199 0.438
H -2.866 3.753 -0.913 0.374
H -0.553 -5.858 4.459 0.338
H 1.951 0.668 3.158 0.593
H 6.654 2.216 3.256 0.380
H -3.366 -4.785 0.707 0.258
H -5.839 -1.332 0.217 0.387
H 3.923 5.955 -1.621 0.458
H 3.417 -1.449 1.765 0.375
H -7.071 -2.471 -1.590 0.359
H -0.412 2.506 -3.200 0.072
H -3.018 -5.961 4.523 0.337
H -1.506 4.623 0.822 0.392
H -0.802 -2.293 2.036 0.178
H 4.671 -3.566 1.507 0.411
H 0.726 3.843 -3.369 0.803
H 0.385 1.332 4.970 0.211
H 3.298 7.441 0.257 0.344
H -0.770 2.670 4.983 0.503
H 0.568 4.376 -1.024 0.322
H -3.069 -0.997 4.661 0.184
H -3.770 1.755 -1.850 0.676
H 2.155 4.016 2.572 0.321
H -1.167 3.056 1.611 -0.664
H 0.576 -4.059 3.179 0.472
H -2.365 2.223 -2.803 0.276
H 5.660 1.192 5.278 0.357
H -0.994 0.415 1.352 -1.143
H 2.440 6.472 2.363 0.421
H -0.950 4.583 -1.920 0.309
H -2.743 2.364 0.201 0.228
H 1.546 -3.571 -3.681 0.208
H -4.604 -5.926 -1.069 0.318
H -3.968 1.275 2.884 0.143
H -1.376 -1.357 4.972 0.243
H -2.192 -0.089 5.899 0.467
H 0.022 -2.331 -5.290 0.512
H -3.006 2.751 2.888 0.367
H 0.242 2.382 3.560 -0.132
H 3.617 3.495 -1.398 -0.114
H 4.447 -4.886 -0.591 0.369
H -6.464 -4.788 -2.244 0.357
H -0.542 0.024 -4.000 0.591


2.
119
Properties=species:S:1:pos:R:3:mulliken_charge:R:1 method="wB97M-V/def2-TZVPD" e_lumo_ev="2.954 / 3.301" charge=-2 energy_ha=-4402.7640 homo_ev="-0.734 / -2.744" homo_lumo_gap_ev="3.688 / 6.045" relative_energy_kcal_mol=26.12 mol_weight_da=1137.4 multiplicity=2
Cs 11.807 14.896 13.163 1.225
Cl 7.580 21.543 9.317 -0.304
S 11.350 12.759 17.106 -0.234
P 17.436 14.510 15.480 -0.612
P 14.762 12.787 12.363 0.522
O 13.149 13.446 15.539 -0.438
O 11.833 12.883 15.594 0.022
O 9.867 17.854 13.312 -0.117
O 9.104 14.176 15.702 -0.646
N 9.928 15.814 10.679 -0.107
N 9.712 14.937 16.533 0.602
N 11.974 19.745 10.793 0.550
N 14.294 19.754 13.509 -0.664
N 14.039 16.935 10.011 -0.547
N 14.076 20.335 10.561 -0.623
N 9.883 13.080 11.344 -0.369
N 12.955 17.980 13.156 0.078
N 15.416 17.050 10.496 -0.186
C 11.895 11.434 10.422 -0.659
C 14.559 11.143 14.517 -0.706
C 14.272 19.013 14.651 -1.051
C 18.203 15.890 14.474 0.920
C 10.474 14.895 9.831 0.490
C 10.806 14.389 17.289 0.283
C 19.364 11.256 17.055 -0.700
C 17.614 13.690 9.455 -0.917
C 17.221 11.502 11.222 -0.200
C 9.463 16.970 10.182 -1.113
C 12.271 13.065 8.586 -1.236
C 10.085 11.911 11.877 -0.540
C 13.497 17.917 14.438 0.038
C 20.937 12.335 15.623 -0.622
C 11.213 11.105 11.535 -0.270
C 18.247 11.465 10.279 -0.695
C 14.614 11.219 13.148 0.497
C 16.530 13.694 10.383 -0.531
C 9.066 18.156 10.924 1.622
C 11.626 12.718 9.777 1.677
C 18.764 13.328 15.850 0.220
C 18.393 12.319 16.784 -0.274
C 10.563 13.510 10.233 -0.373
C 15.306 14.180 13.510 0.321
C 18.399 12.527 9.383 -0.425
C 18.021 17.072 15.043 -0.552
C 18.492 17.035 12.347 -0.768
C 8.957 19.836 12.630 0.570
C 11.865 14.285 8.015 -0.290
C 14.549 9.939 15.235 -1.219
C 12.062 20.351 9.549 -0.209
C 8.466 20.848 11.796 -1.319
C 16.369 13.455 14.450 -1.326
C 20.674 11.393 16.505 -0.156
C 9.251 18.568 12.289 0.014
C 14.374 8.779 13.139 -1.226
C 13.364 20.683 9.471 -1.001
C 14.403 8.657 14.412 -0.639
C 13.217 19.668 11.351 -0.605
C 16.310 12.663 11.279 0.275
C 18.393 15.828 13.076 0.000
C 18.066 18.338 14.352 -0.548
C 9.226 16.177 16.739 -0.007
C 11.000 15.191 8.567 -0.932
C 19.902 13.198 15.122 0.327
C 8.226 20.350 10.477 0.468
C 8.472 19.084 10.013 -1.511
C 18.199 18.352 12.899 -0.588
C 9.809 16.887 17.704 -0.678
C 11.467 15.122 18.185 -0.757
C 13.530 19.094 12.685 0.629
C 14.484 10.118 12.411 0.107
C 11.012 16.363 18.423 -0.274
H 18.053 19.015 12.232 0.659
H 14.411 10.157 11.241 0.282
H 21.282 12.557 11.327 0.009
H 17.076 10.709 12.046 0.186
H 8.966 17.033 9.227 0.485
H 14.516 9.918 16.301 0.539
H 14.385 7.720 15.060 0.280
H 10.828 17.711 13.138 -0.002
H 17.325 12.429 17.094 0.352
H 21.386 10.417 16.945 0.103
H 12.347 14.688 7.145 0.297
H 13.566 17.829 10.163 0.340
H 19.210 12.444 8.572 0.203
H 9.419 11.645 12.683 0.404
H 13.733 16.117 10.383 0.217
H 8.506 16.341 15.909 0.442
H 17.763 14.463 8.826 0.751
H 21.956 12.203 15.081 0.197
H 15.985 17.361 9.736 0.195
H 17.492 17.077 15.930 0.375
H 11.423 17.015 19.219 0.309
H 9.265 20.019 13.718 0.195
H 12.330 14.758 18.533 0.527
H 14.746 19.420 15.553 0.450
H 13.769 21.196 8.725 0.689
H 18.668 14.947 12.574 0.502
H 12.763 10.845 10.129 0.327
H 10.935 16.236 8.180 0.265
H 18.954 10.523 17.652 0.473
H 13.301 16.958 14.968 0.148
H 9.630 18.095 17.667 0.159
H 8.352 18.747 8.958 0.257
H 8.291 21.846 12.008 0.536
H 18.823 10.593 10.271 0.496
H 14.686 12.004 14.957 1.030
H 14.660 14.802 14.081 0.471
H 18.678 17.235 11.124 0.011
H 12.966 12.435 7.981 0.278
H 17.611 19.445 14.479 0.175
H 11.294 20.585 8.859 0.437
H 11.414 10.245 12.059 0.478
H 15.456 17.716 11.213 0.027
H 17.098 12.790 14.146 0.814
H 15.955 14.590 10.480 0.516
H 20.005 13.883 14.216 0.141
H 11.199 19.247 11.109 0.011
H 15.996 14.816 12.902 -0.352
H 14.344 7.962 12.566 0.628


3.
111
Properties=species:S:1:pos:R:3:mulliken_charge:R:1 method="wB97M-V/def2-TZVPD" e_lumo_ev=1.923 charge=-1 energy_ha=-5640.9168 homo_ev=-2.814 homo_lumo_gap_ev=4.737 relative_energy_kcal_mol=5.33 mol_weight_da=941.8
Co -2.658 0.732 1.380 0.450
Co -2.106 1.613 -0.830 -0.240
P -3.566 2.040 2.837 1.922
O -3.713 3.875 0.058 -0.538
O -3.826 -1.714 2.427 -0.559
O 0.462 2.864 -0.308 -0.448
O -2.706 2.641 -3.488 -0.451
O 0.075 1.036 2.326 -0.524
N 4.227 -2.230 -2.238 0.484
N 2.635 -3.672 -1.680 0.219
C -0.479 -0.708 -1.870 -0.452
C 0.413 0.109 -4.112 -0.064
C 1.552 0.654 -2.027 0.189
C -3.130 2.869 -0.017 1.080
C -7.483 2.020 1.589 -0.642
C 7.457 2.276 -3.739 -1.608
C -1.061 -4.113 -1.426 -0.747
C 3.871 -4.470 -1.684 -0.458
C -2.723 0.186 6.397 -0.691
C -1.165 -4.582 -0.116 1.008
C -3.778 1.246 4.483 0.171
C -1.622 4.071 2.580 0.077
C 6.496 -1.388 -0.556 -2.217
C 2.242 1.697 -4.078 -0.576
C -5.132 0.388 6.304 -0.684
C -5.034 1.039 5.070 -0.038
C -3.357 -0.733 2.013 0.065
C -0.552 2.344 -0.520 -0.013
C -2.455 2.232 -2.437 -0.403
C 2.442 -5.391 0.758 -1.813
C 4.983 -1.070 -2.605 -0.151
C 0.511 -0.008 -2.705 0.789
C -1.376 -0.001 -1.142 0.103
C 4.780 -0.454 -3.852 1.392
C 2.893 -2.439 -2.164 0.117
C 6.582 1.120 -3.366 0.680
C 4.920 -3.514 -2.133 -0.611
C -2.559 -0.067 -0.417 -0.393
C -6.173 1.641 1.907 -0.382
C -2.620 0.838 5.164 -0.306
C 1.394 -4.189 -1.250 -0.333
C 5.531 0.684 -4.176 -1.049
C -5.674 3.928 2.540 -0.249
C 0.225 -3.881 -2.027 0.895
C -2.686 3.567 3.339 -0.027
C -7.903 3.339 1.792 -0.529
C 0.388 -3.356 -3.313 -1.728
C -5.266 2.595 2.405 -0.217
C -2.468 -4.631 0.637 -1.336
C 1.278 0.974 -4.782 -0.981
C -1.361 5.901 4.148 -0.527
C 6.071 -0.674 -1.801 1.112
C 1.274 -4.854 -0.023 1.681
C -0.978 5.249 2.975 -0.804
C -0.999 0.941 1.893 0.146
C -6.996 4.290 2.268 -0.674
C 3.842 -1.083 -4.836 -1.618
C -3.980 -0.045 6.967 -0.460
C -3.065 4.225 4.520 -0.424
C -2.406 5.388 4.922 -0.702
C 6.843 0.415 -2.191 -0.726
C 0.000 -5.023 0.531 -1.218
C 2.409 1.504 -2.707 -0.675
H -4.057 -0.563 7.925 0.352
H -3.869 3.817 5.134 0.476
H 3.206 1.996 -2.159 0.565
H 7.065 2.779 -4.627 0.361
H 1.304 -3.562 -3.867 0.406
H 3.793 -5.324 -2.368 0.271
H -0.383 -0.434 -4.641 0.413
H 7.674 0.727 -1.553 0.388
H -8.175 1.275 1.192 0.390
H 2.867 -1.308 -4.381 0.309
H -0.484 -3.003 -3.862 0.351
H -5.938 1.386 4.567 0.307
H -3.395 -0.733 -0.659 0.733
H -7.309 5.324 2.414 0.375
H -3.295 -4.919 -0.022 0.350
H 2.048 -5.810 1.692 0.359
H -1.816 -0.139 6.910 0.386
H -1.635 1.031 4.729 0.303
H -2.715 5.890 5.837 0.383
H -1.295 3.542 1.681 -0.061
H -2.727 -3.664 1.100 0.092
H -1.964 -3.896 -2.006 0.310
H 5.733 -3.429 -1.416 0.273
H 1.192 1.076 -5.867 0.415
H 5.658 -1.741 0.050 0.390
H 3.171 -4.617 1.038 0.324
H -0.643 -1.780 -1.994 -0.755
H 7.195 -2.215 -0.757 0.355
H -0.172 5.648 2.359 0.458
H 2.126 -1.720 -2.474 0.078
H -0.071 -5.510 1.511 0.131
H 7.065 -0.680 0.060 0.490
H 7.505 2.988 -2.906 0.353
H 4.102 -4.847 -0.689 0.291
H 5.342 -3.782 -3.108 0.110
H 2.944 -6.220 0.234 0.367
H -4.959 4.686 2.855 0.405
H 4.254 -2.027 -5.232 0.384
H -8.932 3.624 1.568 0.344
H 8.487 1.955 -3.952 0.329
H -2.387 -5.367 1.451 0.388
H -6.117 0.220 6.744 0.384
H -0.843 6.808 4.461 0.362
H -5.855 0.604 1.761 0.335
H 1.679 0.474 -0.957 0.612
H 5.313 1.227 -5.102 0.251
H 3.666 -0.409 -5.681 0.388
H 2.908 2.377 -4.609 0.423


4.
112
Properties=species:S:1:pos:R:3:mulliken_charge:R:1 method="wB97M-V/def2-TZVPD" e_lumo_ev="2.604 / 2.603" charge=-1 energy_ha=-4367.8433 homo_ev="-2.451 / -2.583" homo_lumo_gap_ev="5.055 / 5.187" relative_energy_kcal_mol=0.96 mol_weight_da=910.9 multiplicity=2
Co 0.039 -0.476 -0.346 1.977
P -0.939 -2.084 1.005 1.790
O -0.188 -1.799 -1.940 -0.886
O -2.201 1.181 -3.326 -0.440
O -1.568 2.202 3.647 -0.402
O 2.349 0.295 0.840 -0.497
O -2.380 -1.934 -1.502 -0.569
N -0.016 1.111 -2.787 1.521
N 0.316 1.383 2.722 0.151
N -1.050 1.204 0.187 1.325
N 0.208 4.268 -2.468 0.930
C 2.973 1.942 -6.764 -0.516
C 3.747 0.057 5.482 -0.737
C -1.552 -6.436 -0.426 -0.616
C -1.312 1.215 -2.253 -0.099
C 1.545 -1.628 1.918 0.037
C -1.378 -2.209 -2.174 0.876
C 1.689 -3.718 3.739 -1.052
C 1.804 -1.092 6.285 -0.784
C -2.578 -5.813 0.267 -0.663
C -4.591 -0.796 3.480 -0.909
C 0.990 1.011 -5.040 0.240
C -3.849 1.730 0.262 -1.314
C 2.920 2.618 -1.153 -0.143
C -1.705 1.560 1.324 -0.215
C -4.707 -1.065 2.123 -0.768
C -0.089 0.511 -4.113 0.789
C -1.488 0.973 -4.526 -1.154
C 0.597 3.546 -1.256 -1.038
C 2.740 -1.881 2.589 -0.227
C 0.499 -3.458 3.081 -0.172
C -2.431 -4.507 0.715 -0.400
C 3.880 1.642 -1.393 -1.057
C 1.243 2.376 -5.146 -0.205
C 2.725 0.582 -6.660 -0.825
C -1.828 1.266 -1.002 0.615
C -3.026 1.890 1.424 -0.274
C 0.705 1.815 4.060 -0.506
C -1.529 -3.111 -3.391 -1.865
C 0.994 -0.229 5.561 0.428
C 3.183 -0.942 6.261 -0.505
C 2.813 -2.933 3.483 -0.722
C -1.252 -3.810 0.476 0.782
C 2.932 0.918 4.761 -0.334
C 1.455 -0.515 0.883 -0.741
C -0.906 1.668 2.565 -0.421
C -3.284 1.402 -0.909 -1.645
C 1.546 0.802 4.807 0.436
C 1.241 5.183 -2.897 -1.142
C 1.220 1.238 -2.133 0.153
C -3.604 -1.474 1.391 -0.097
C -2.259 -1.370 3.387 -0.699
C -3.364 -0.943 4.110 -0.394
C 1.740 0.121 -5.795 -0.183
C 2.232 2.837 -6.000 -0.934
C -2.374 -1.646 2.027 0.295
C -0.223 -4.442 -0.224 -0.539
C 1.595 2.451 -1.519 0.553
C 0.432 -2.415 2.158 0.047
C 3.499 0.446 -1.968 -1.058
C -0.371 -5.745 -0.670 -0.669
C -1.062 4.940 -2.282 -1.101
C 2.174 0.238 -2.325 -0.430
C -0.629 2.210 4.723 -0.708
H -1.431 1.906 -5.098 0.442
H -5.452 -0.458 4.042 0.349
H 0.958 5.649 -3.845 0.350
H 1.422 5.987 -2.160 0.332
H 4.911 1.811 -1.105 0.411
H -1.676 -2.482 -4.274 0.284
H 1.558 -0.944 -5.693 0.408
H 3.593 -1.248 2.381 0.462
H 0.690 -3.897 -0.432 0.291
H 1.020 4.242 -0.509 0.754
H -1.670 -7.453 -0.779 0.368
H -3.440 2.191 2.373 0.549
H -3.264 -0.717 5.165 0.427
H -2.013 0.220 -5.118 0.297
H -1.297 -1.477 3.876 0.041
H -3.504 -6.343 0.459 0.417
H -0.049 -0.584 -4.069 0.175
H 3.814 -1.612 6.833 0.399
H 1.863 -0.696 -2.775 0.386
H 0.435 -6.220 -1.216 0.426
H -3.242 -4.029 1.248 0.294
H -0.629 -3.706 -3.544 0.284
H -0.961 1.506 5.489 0.417
H 1.331 2.706 3.940 0.623
H -1.026 5.696 -1.477 0.356
H 2.434 3.900 -6.066 0.414
H 3.206 3.546 -0.670 0.468
H -3.673 -1.633 0.321 0.466
H 3.748 2.304 -7.429 0.383
H -1.828 4.204 -2.031 0.171
H 1.751 -4.540 4.443 0.397
H 2.176 4.641 -3.046 0.310
H 1.354 -1.887 6.866 0.411
H -4.924 1.857 0.337 0.348
H -0.296 3.113 -0.813 -0.661
H 4.823 0.170 5.437 0.385
H 4.226 -0.341 -2.132 0.432
H -0.080 -0.368 5.588 -0.049
H -3.873 1.251 -1.801 0.473
H -2.400 -3.753 -3.279 0.439
H 3.307 -0.123 -7.242 0.393
H -0.606 3.210 5.157 0.234
H -1.352 5.445 -3.206 0.326
H 3.746 -3.149 3.990 0.416
H -0.370 -4.084 3.253 0.496
H 3.372 1.697 4.150 0.285
H 0.683 3.059 -4.515 0.196
H -5.657 -0.925 1.621 0.434